Record 1
Density functional theory data (ωB97M-V/def2-TZVPD) for 6 unconnected molecules or ions with the total composition C49H62N4O22PS at a distorted geometry.

Element x y z (Å)
C1 3.454 4.752 1.226
O1 2.182 4.120 1.205
C2 2.253 2.929 0.467
C3 0.890 2.277 0.349
C4 0.011 2.433 1.597
C5 -0.747 1.170 2.029
C6 -1.420 0.407 0.897
C7 -1.600 -1.093 1.166
C8 -0.282 -1.779 1.587
C9 -0.015 -3.102 0.874
C10 0.360 -4.239 1.828
C11 1.749 -4.742 1.366
C12 2.935 -4.257 2.249
O2 2.568 -4.009 3.574
C13 2.314 -2.650 3.886
C14 1.827 -4.312 -0.108
C15 3.308 -4.401 -0.603
C16 4.037 -3.054 -0.758
C17 4.308 -2.719 -2.229
C18 3.028 -2.084 -2.801
N1 2.771 -2.526 -4.192
C19 1.407 -2.320 -4.556
N2 0.765 -1.343 -4.084
N3 0.851 -3.293 -5.458
P1 0.927 -5.429 -1.297
S1 -0.891 -5.948 -0.868
N4 1.200 -2.980 -0.053
H1 3.739 5.016 0.207
H2 3.409 5.651 1.821
H3 4.189 4.050 1.614
H4 2.588 3.175 -0.545
H5 3.007 2.237 0.858
H6 1.015 1.243 0.042
H7 0.378 2.767 -0.473
H8 -0.650 3.283 1.509
H9 0.681 2.688 2.413
H10 -1.542 1.495 2.693
H11 -0.084 0.563 2.639
H12 -2.409 0.815 0.728
H13 -0.895 0.480 -0.051
H14 -2.410 -1.295 1.855
H15 -1.879 -1.519 0.205
H16 0.506 -1.048 1.390
H17 -0.300 -1.895 2.659
H18 -0.853 -3.311 0.226
H19 -0.284 -5.104 1.753
H20 0.279 -3.965 2.866
H21 1.805 -5.826 1.337
H22 3.444 -3.399 1.811
H23 3.667 -5.058 2.271
H24 3.122 -2.230 4.476
H25 1.395 -2.579 4.461
H26 2.196 -2.028 3.001
H27 3.302 -4.845 -1.597
H28 3.892 -5.080 -0.005
H29 4.998 -3.129 -0.262
H30 3.535 -2.214 -0.285
H31 4.557 -3.630 -2.756
H32 5.104 -1.985 -2.260
H33 3.089 -1.006 -2.720
H34 2.206 -2.444 -2.201
H35 3.337 -1.921 -4.783
H36 -0.189 -1.343 -4.438
H37 0.074 -3.766 -5.006
H38 0.508 -2.788 -6.268
H39 0.978 -4.772 -2.545
H40 1.746 -6.567 -1.390
H41 1.743 -2.218 0.364
H42 0.859 -2.595 -0.938
C20 -4.865 3.603 3.189
C21 -5.509 3.425 4.348
C22 -4.951 3.916 5.652
O3 -5.604 3.731 6.660
C23 -3.656 4.582 5.639
C24 -3.008 4.758 4.481
C25 -3.580 4.289 3.175
O4 -2.941 4.497 2.160
O5 -1.823 5.355 4.403
O6 -6.686 2.805 4.433
H43 -5.262 3.259 2.245
H44 -3.255 4.917 6.585
H45 -1.580 5.359 3.456
H46 -6.928 2.820 5.381
C26 -8.205 2.534 -0.735
C27 -9.031 1.595 -1.214
C28 -9.997 0.861 -0.329
O7 -10.726 0.033 -0.841
C29 -10.003 1.174 1.092
C30 -9.176 2.112 1.573
C31 -8.228 2.862 0.682
O8 -7.512 3.709 1.186
O9 -9.132 2.441 2.857
O10 -9.059 1.248 -2.495
H47 -7.508 3.069 -1.364
H48 -10.690 0.629 1.723
H49 -8.453 3.140 2.940
H50 -9.746 0.556 -2.572
C32 3.861 1.941 -6.562
C33 3.096 1.472 -5.570
C34 3.309 1.890 -4.142
O11 2.569 1.430 -3.288
C35 4.393 2.812 -3.848
C36 5.160 3.283 -4.841
C37 4.935 2.884 -6.271
O12 5.658 3.361 -7.121
O13 6.162 4.123 -4.634
O14 2.102 0.607 -5.781
H51 3.718 1.649 -7.593
H52 4.546 3.093 -2.815
H53 6.551 4.309 -5.513
H54 1.693 0.425 -4.905
C38 6.601 4.602 4.896
C39 6.394 4.703 6.215
C40 5.501 5.761 6.798
O15 5.345 5.778 8.003
C41 4.873 6.710 5.889
C42 5.085 6.611 4.571
C43 5.955 5.536 3.987
O16 6.082 5.491 2.776
O17 4.547 7.450 3.691
O18 6.953 3.884 7.095
H55 7.239 3.843 4.466
H56 4.247 7.479 6.319
H57 4.867 7.163 2.813
H58 6.639 4.174 7.975
C44 -4.754 -6.477 -5.999
C45 -3.843 -5.503 -5.893
C46 -2.806 -5.505 -4.808
O19 -1.993 -4.591 -4.781
C47 -2.822 -6.588 -3.841
C48 -3.734 -7.564 -3.943
C49 -4.757 -7.577 -5.043
O20 -5.543 -8.502 -5.083
O21 -3.799 -8.576 -3.091
O22 -3.791 -4.473 -6.734
H59 -5.504 -6.487 -6.778
H60 -2.075 -6.558 -3.060
H61 -4.542 -9.138 -3.392
H62 -3.043 -3.919 -6.440

Atoms 1-6, force components in eV/Å:
-0.360 -0.541 -0.454
0.121 0.138 0.306
0.023 0.090 -0.656
-0.463 0.664 0.036
0.673 -0.535 0.402
-0.335 0.717 -0.260

LUMO (eV): -3.3282
HOMO-LUMO gap (eV): 7.6
E_tot (Ha): -4517.86920
Strongest force on any atom (eV/A): 2.0
Total charge: +1

Löwdin population analysis, charges in e, atoms 1 to 99:
1 C -0.087
2 O -0.180
3 C -0.261
4 C -0.167
5 C -0.176
6 C -0.191
7 C -0.199
8 C -0.169
9 C -0.143
10 C -0.227
11 C -0.077
12 C -0.212
13 C -0.174
14 O -0.152
15 C -0.080
16 C -0.518
17 C -0.156
18 C -0.191
19 C -0.155
20 C -0.212
21 N 0.036
22 C -0.513
23 N 0.155
24 N 0.102
25 P 0.493
26 S 0.296
27 N 0.117
28 H 0.093
29 H 0.075
30 H 0.082
31 H 0.110
32 H 0.121
33 H 0.092
34 H 0.119
35 H 0.098
36 H 0.108
37 H 0.108
38 H 0.100
39 H 0.117
40 H 0.099
41 H 0.119
42 H 0.104
43 H 0.103
44 H 0.109
45 H 0.104
46 H 0.089
47 H 0.110
48 H 0.146
49 H 0.115
50 H 0.134
51 H 0.097
52 H 0.094
53 H 0.074
54 H 0.082
55 H 0.121
56 H 0.118
57 H 0.098
58 H 0.113
59 H 0.115
60 H 0.103
61 H 0.061
62 H 0.129
63 H 0.078
64 H 0.037
65 H 0.085
66 H 0.002
67 H 0.023
68 H 0.154
69 H 0.164
70 C 0.077
71 C -0.225
72 C -0.311
73 O 0.118
74 C 0.079
75 C -0.239
76 C -0.310
77 O 0.100
78 O 0.116
79 O 0.103
80 H 0.120
81 H 0.138
82 H 0.120
83 H 0.129
84 C 0.074
85 C -0.240
86 C -0.316
87 O 0.112
88 C 0.077
89 C -0.235
90 C -0.307
91 O 0.098
92 O 0.111
93 O 0.116
94 H 0.135
95 H 0.137
96 H 0.099
97 H 0.123
98 C 0.080
99 C -0.236

Record 2
Density functional theory data (ωB97M-V/def2-TZVPD) for a molecular structure, C5H11NO2 at a distorted geometry.

Element x y z (Å)
C1 -0.506 -1.794 0.680
C2 1.986 0.966 -0.324
C3 -0.124 -0.519 -0.035
N1 -0.383 -0.571 -1.445
C4 0.939 0.278 0.460
H1 0.089 -1.338 -1.911
H2 -0.164 0.301 -1.912
H3 1.106 0.238 1.532
H4 0.085 -2.647 0.328
H5 -0.355 -1.708 1.758
H6 -1.560 -2.008 0.492
H7 1.603 1.453 -1.219
H8 2.526 1.720 0.246
H9 2.718 0.226 -0.678
C5 -1.240 0.904 0.661
O1 -2.474 0.817 0.082
O2 -0.510 1.945 0.400
H10 -2.389 1.189 -0.809
H11 -1.348 0.547 1.695

Atoms 1-6, force components in eV/Å:
-0.261 0.237 0.088
0.003 0.416 -0.306
1.623 -0.200 0.063
-0.104 0.131 -0.011
-0.552 -1.499 -0.080
-0.039 0.087 0.052

LUMO (eV): 0.0947
HOMO-LUMO gap (eV): 7.9
E_tot (Ha): -402.24402
Strongest force on any atom (eV/A): 2.3
ΔE to the lowest compared entry with this formula, charge and spin (kJ/mol): 352.1
Total charge: 0

Computed natural (NBO) charges, given in elementary charges:
1 C -0.614
2 C -0.681
3 C -0.048
4 N -0.852
5 C 0.158
6 H 0.368
7 H 0.369
8 H 0.206
9 H 0.207
10 H 0.214
11 H 0.230
12 H 0.241
13 H 0.237
14 H 0.239
15 C 0.572
16 O -0.677
17 O -0.778
18 H 0.485
19 H 0.126

> What is the formula in the second record?

C5H11NO2

> What is the formula in the first record?

C49H62N4O22PS

> LUMO of number 1 (C49H62N4O22PS)?

-3.3282 eV

> What is the HOMO-LUMO gap in the second record?

7.9 eV